Formula: C14H24ClN3OP2Pb
Source: the OMol25 dataset
Level of theory: ωB97M-V with the def2-TZVPD basis set

```
46
Properties=species:S:1:pos:R:3:forces:R:3
Pb 0.0000 0.0000 0.0000 1.556 0.958 4.574
P -1.8272 -1.0127 0.7458 -7.486 -4.708 2.994
P -0.2763 2.1891 0.3001 -0.963 9.000 0.983
N 0.5252 -1.7888 -0.6267 1.550 -5.512 -1.656
N 1.6314 0.5091 -0.9254 5.251 1.638 -2.990
H 2.2453 -2.7601 -1.4421 -0.165 0.500 0.249
H 3.4676 -0.4140 -1.5069 -0.557 -0.088 0.071
H 2.5068 -1.9370 0.1290 -0.276 0.024 -0.380
C 1.9711 -1.8693 -0.8410 0.578 -0.559 0.088
H 2.1061 -0.6645 -2.6366 0.093 0.107 0.477
C 2.3720 -0.5737 -1.5577 0.515 -0.045 -0.591
H 0.2128 -3.8721 -0.4143 -0.180 0.458 0.200
H 2.9116 2.0533 -1.5459 -0.438 -0.084 0.294
C -0.1945 -2.8700 -0.1966 -0.429 -0.306 0.069
C 1.9716 1.8048 -1.0226 -0.032 0.575 0.071
C -1.4061 -2.7341 0.4395 0.620 0.272 -0.607
C 1.1852 2.8240 -0.4961 0.236 -0.854 -0.279
H -2.0418 -3.5911 0.6789 0.282 0.522 -0.006
H 1.4903 3.8729 -0.5264 -0.262 -0.521 0.044
H -1.4243 2.8819 -0.1972 0.332 -0.406 0.035
H -0.3522 2.7151 1.6260 0.104 -0.535 -0.318
H -3.0883 -0.7609 0.1239 0.574 0.085 0.003
H -2.2725 -0.9291 2.0965 0.380 0.129 -0.328
H 0.3993 1.0199 -2.9927 -0.405 -0.184 -0.030
C -0.6348 0.6442 -3.1003 -0.015 0.271 -0.903
C -1.5956 1.8229 -3.1700 -0.107 -0.004 0.002
C -0.7295 -0.2790 -4.3146 -0.023 -0.041 -0.059
O -0.9613 -0.1271 -1.9118 -0.952 -0.631 -2.567
H -1.4022 2.4114 -4.0830 -0.069 -0.259 0.399
H -2.6411 1.4690 -3.1897 0.414 0.142 -0.024
H -1.4598 2.4889 -2.3043 -0.082 -0.169 -0.377
H -0.0318 -1.1301 -4.2163 -0.245 0.306 -0.061
H -1.7538 -0.6777 -4.4201 0.405 0.190 0.045
H -0.4677 0.2686 -5.2364 -0.102 -0.221 0.413
H -0.4357 -0.9838 -1.9174 -0.580 0.173 -0.832
Cl 3.2757 2.1549 4.3283 -0.412 -0.494 -0.349
C 2.3335 0.8133 3.7041 -0.694 0.334 -1.580
C 2.2088 -0.3585 4.4435 0.732 0.062 1.358
C 1.4702 -1.4162 3.9268 -0.924 0.028 -1.757
C 0.8584 -1.2837 2.6788 0.987 -0.923 2.547
N 0.9625 -0.1259 1.9550 -0.509 -0.007 -0.469
C 1.7072 0.9101 2.4578 1.599 0.635 2.254
H 2.6876 -0.4527 5.4099 -0.005 0.091 -0.093
H 1.3723 -2.3371 4.4873 -0.054 0.012 -0.118
H 0.3019 -2.1234 2.3091 -0.197 -0.030 -0.421
H 1.8431 1.8225 1.9068 -0.045 0.066 -0.374
```
Positions in Å, forces in eV/Å.

## Properties
net charge	+1
HOMO energy (spin up / spin down)	-7.52 / -11.21	eV
energy relative to the best compared isomer or geometry (same formula, charge and spin)	529.0	kJ/mol
expectation value of S²	0.773
LUMO energy (spin up / spin down)	-3.011 / -2.989	eV
spin multiplicity	2
HOMO-LUMO gap (spin up / spin down)	4.508 / 8.226	eV
F_max	9.34	eV/Å
E	-57757.0070	eV

Here are the Mulliken charges for atoms 1 to 5, given in e: 2.082, -0.280, -0.409, -0.638, -0.317